# 1
Formula: C2H4NPS
Source: the Open Molecules 2025 dataset
Level of theory: the ωB97M-V functional and the def2-TZVPD basis

Structure (XYZ):
```
9
C2H4NPS, DFT the ωB97M-V functional and the def2-TZVPD basis
C -0.37 1.30 -0.05
N 1.08 1.05 -0.04
P 1.62 -0.40 -0.10
C 0.08 -1.40 0.02
S -1.29 -0.33 -0.14
H -0.55 1.89 0.79
H -0.59 1.98 -0.80
H 0.02 -2.33 -0.70
H 0.00 -1.76 1.02
```

Summary:
highest occupied orbital energy: -0.323 Ha
SMILES: C1N=PCS1
molar mass: 105.102 g/mol
E_LUMO: -0.10 eV
energy relative to the best compared isomer or geometry (same formula, charge and spin): 22.2 kcal/mol

***

# 2
Formula: C8H15N2
Source: the Open Molecules 2025 dataset
Level of theory: the ωB97M-V functional and the def2-TZVPD basis

Structure (XYZ):
```
25
C8H15N2, DFT the ωB97M-V functional and the def2-TZVPD basis
C -0.77 1.62 -0.49
C 0.56 1.20 -1.20
C -2.46 -0.02 0.80
C 1.50 -0.67 0.23
C -1.67 -0.78 1.92
C 0.85 -0.24 1.60
C -1.16 0.60 0.46
C 0.74 -0.30 -1.01
N -0.53 -0.12 1.35
N 1.50 -0.97 -2.18
H -0.39 2.68 -0.11
H -1.53 1.83 -1.29
H 0.43 1.39 -2.25
H 1.33 1.64 -0.55
H -2.66 -0.69 0.03
H -3.23 0.67 1.00
H 2.64 -0.29 0.16
H 1.44 -1.76 0.30
H -2.06 -0.39 2.87
H -1.85 -1.83 1.75
H 1.15 -0.87 2.33
H 1.22 0.81 1.78
H 1.36 -0.39 -3.03
H 1.04 -1.99 -2.36
H 2.53 -1.14 -2.10
```

Summary:
highest occupied orbital energy: -0.374 Ha
molar mass: 139.222 g/mol
E_LUMO: -3.22 eV
total charge: +1
energy relative to the best compared isomer or geometry (same formula, charge and spin): 108.5 kcal/mol

***

# 3
Formula: C4H6N2O2
Source: the Open Molecules 2025 dataset
Level of theory: the ωB97M-V functional and the def2-TZVPD basis

Structure (XYZ):
```
14
C4H6N2O2, DFT the ωB97M-V functional and the def2-TZVPD basis
C 0.53 -1.97 0.03
C -0.05 0.05 1.59
C -0.37 -0.01 -1.30
C -0.50 -0.96 -0.13
N 1.25 -2.84 0.34
N 1.03 0.81 1.53
O -0.88 0.00 2.40
O -1.77 -1.40 0.00
H 0.27 0.93 -1.08
H 0.36 -0.54 -2.02
H -1.40 0.18 -1.68
H 1.56 0.84 0.58
H 1.16 1.43 2.27
H -1.91 -2.04 0.74
```

Summary:
highest occupied orbital energy: -0.321 Ha
molar mass: 114.104 g/mol
E_LUMO: 0.48 eV
energy relative to the best compared isomer or geometry (same formula, charge and spin): 60.0 kcal/mol

***

# 4
Formula: C31H21BF6O2S
Source: the Open Molecules 2025 dataset
Level of theory: the ωB97M-V functional and the def2-TZVPD basis

Structure (XYZ):
```
62
C31H21BF6O2S, DFT the ωB97M-V functional and the def2-TZVPD basis
F 3.80 -3.24 -1.27
C 3.50 -2.23 -0.38
C 4.47 -1.30 -0.03
C 4.09 -0.25 0.81
C 2.72 0.00 1.08
C 1.75 -0.80 0.45
C 0.36 -0.42 -0.07
B 0.92 -0.68 -1.62
O 1.85 0.31 -2.07
C 1.89 0.18 -3.42
C 2.99 0.43 -4.22
C 3.13 -0.36 -5.38
C 2.14 -1.28 -5.76
C 0.98 -1.46 -5.00
C 0.93 -0.79 -3.81
O 0.40 -1.40 -2.67
C -0.58 -1.49 0.44
C -1.08 -2.51 -0.38
C -1.63 -3.68 0.17
F -1.90 -4.74 -0.66
C -1.83 -3.85 1.54
C -1.39 -2.80 2.34
F -1.49 -2.94 3.71
C -0.80 -1.65 1.83
C 2.17 -2.09 0.01
H 5.47 -1.40 -0.45
H 4.88 0.41 1.20
H 2.41 0.81 1.74
H 0.04 0.62 0.07
H 3.77 1.12 -3.86
H 4.03 -0.27 -5.99
H 2.25 -1.90 -6.64
H 0.18 -2.17 -5.24
H -0.96 -2.45 -1.46
H -2.27 -4.75 1.96
H -0.43 -0.90 2.53
H 1.44 -2.87 -0.19
C -1.54 4.73 -2.50
C -1.75 3.68 -1.47
C -2.52 2.54 -1.66
C -2.60 1.71 -0.51
C -1.77 2.13 0.53
C -1.69 1.57 1.84
C -0.64 1.93 2.71
C -0.71 1.61 4.07
C -1.91 1.06 4.55
C -2.20 1.07 6.04
F -3.54 1.16 6.29
F -1.77 -0.08 6.66
F -1.60 2.12 6.67
C -2.85 0.50 3.68
C -2.74 0.74 2.32
S -0.86 3.56 0.01
H -2.48 4.99 -3.00
H -1.13 5.64 -2.07
H -0.83 4.36 -3.25
H -3.04 2.37 -2.60
H -3.25 0.85 -0.42
H 0.23 2.49 2.33
H 0.12 1.81 4.74
H -3.65 -0.11 4.07
H -3.50 0.35 1.63
```

Summary:
highest occupied orbital energy: -0.301 Ha
SMILES: Fc1cccc([C@@H](B2Oc3ccccc3O2)c2cc(F)cc(F)c2)c1.Cc1ccc(-c2ccc(C(F)(F)F)cc2)s1
molar mass: 582.374 g/mol
E_LUMO: -0.23 eV
energy relative to the best compared isomer or geometry (same formula, charge and spin): 51.5 kcal/mol

***

# 5
Formula: C4H5N2O4S
Source: the Open Molecules 2025 dataset
Level of theory: the ωB97M-V functional and the def2-TZVPD basis

Structure (XYZ):
```
16
C4H5N2O4S, DFT the ωB97M-V functional and the def2-TZVPD basis
O 1.78 1.12 1.42
C 1.02 0.89 0.52
C 0.74 1.54 -0.63
C -0.11 0.80 -1.40
N -0.26 -0.47 -0.85
N 0.40 -0.39 0.31
C -0.12 -1.13 1.59
S -1.97 -1.12 1.35
O -2.50 -1.86 2.50
O -2.25 0.31 1.31
O -2.23 -1.80 0.04
H 1.14 2.48 -0.93
H -0.72 0.92 -2.26
H -1.05 -0.93 -0.82
H 0.22 -2.09 1.47
H 0.38 -0.62 2.41
```

Summary:
highest occupied orbital energy: -0.170 Ha
SMILES: O=c1cc[nH]n1CS(=O)(=O)[O-]
molar mass: 177.161 g/mol
E_LUMO: 3.76 eV
total charge: -1
energy relative to the best compared isomer or geometry (same formula, charge and spin): 33.4 kcal/mol

***

# 6
Formula: C6H12NS
Source: the Open Molecules 2025 dataset
Level of theory: the ωB97M-V functional and the def2-TZVPD basis

Structure (XYZ):
```
20
C6H12NS, DFT the ωB97M-V functional and the def2-TZVPD basis
C 0.87 0.51 -0.08
C -0.24 -0.20 -0.10
C 2.10 -0.32 -0.03
C 1.66 -1.78 0.17
C 1.18 1.98 -0.08
C -2.01 0.59 -0.07
N -2.78 -0.65 0.08
S -0.18 -1.99 -0.10
H 2.59 0.03 -1.00
H 2.80 -0.13 0.76
H 2.00 -2.60 -0.39
H 1.68 -2.15 1.12
H 1.11 2.59 0.86
H 0.59 2.60 -0.67
H 2.19 2.19 -0.40
H -2.19 1.11 -1.10
H -2.26 1.15 0.84
H -2.24 -1.39 -0.39
H -3.75 -0.58 -0.41
H -3.11 -0.96 0.98
```

Summary:
highest occupied orbital energy: -0.434 Ha
molar mass: 130.236 g/mol
E_LUMO: -3.56 eV
total charge: +1
energy relative to the best compared isomer or geometry (same formula, charge and spin): 68.3 kcal/mol